DFT (ωB97M-V/def2-TZVPD) results for a cluster of 4 separate species, C2H12O3S2 in total at a distorted geometry.

The geometry in XYZ format:
```
19
Properties=species:S:1:pos:R:3:nbo_charge:R:1
C 1.4752 -1.1911 0.7786 -0.72
S 1.2220 -1.5361 -1.0127 0.03
S 0.3188 0.2247 -1.7113 0.09
C 1.7811 1.2244 -1.6804 -0.78
H 2.1257 -2.0999 1.1436 0.23
H 0.5670 -1.0187 1.2436 0.24
H 2.2268 -0.4035 0.7687 0.22
H 2.6396 0.5951 -1.4751 0.24
H 1.5908 2.0594 -1.0015 0.23
H 1.9834 1.5903 -2.6874 0.22
H -0.6351 1.8765 2.7627 0.47
H -0.8240 1.6671 1.1898 0.50
O -0.1864 1.6961 1.8788 -0.98
H -2.5929 -0.2393 0.4124 0.51
H -2.3254 0.9960 -0.5373 0.47
O -2.2459 0.7031 0.3812 -1.01
H -1.5650 -1.9608 -0.3600 0.51
H -3.0751 -2.4590 -0.0090 0.49
O -2.4805 -1.7242 -0.0848 -0.97
```

Results
Kohn-Sham gap ... 9.184 eV
Structure (SMILES) ... CSSC.O.O.O


DFT (ωB97M-V/def2-TZVPD) results for a cluster of 4 separate species, C2H12O3S2 in total at a distorted geometry.

The geometry in XYZ format:
```
19
Properties=species:S:1:pos:R:3:nbo_charge:R:1
C -1.9547 -0.7532 -0.4630 -0.63
C -1.2949 0.0466 -1.5049 -0.53
S -1.8438 1.8059 -1.3297 0.06
S -0.6585 2.9187 -0.1770 -0.11
H -3.0793 -0.5810 -0.5805 0.21
H -1.4761 -0.3071 0.4427 0.20
H -1.7961 -1.8097 -0.5192 0.22
H -1.6435 -0.0758 -2.5916 0.23
H -0.1827 -0.1436 -1.4443 0.25
H 0.2389 3.1075 -0.9976 0.09
H 0.3748 -1.9633 1.9076 0.46
H 1.5209 -1.2142 1.7884 0.47
O 1.1053 -1.9733 1.4140 -0.92
H 1.6082 -1.1481 -0.4843 0.48
H 3.0714 -0.6723 -0.7464 0.48
O 2.1266 -0.6874 -1.0742 -0.96
H 1.4522 1.7929 1.7265 0.48
H 0.8284 0.5115 2.2722 0.45
O 1.6029 1.1461 2.3612 -0.93
```

Results
Kohn-Sham gap ... 9.321 eV
Structure (SMILES) ... CCSS.O.O.O


DFT (ωB97M-V/def2-TZVPD) results for a cluster of 4 separate species, C2H12O3S2 in total at a distorted geometry.

The geometry in XYZ format:
```
19
Properties=species:S:1:pos:R:3:nbo_charge:R:1
C 0.5649 -0.9264 1.3601 -0.77
S 2.0665 0.0235 1.0313 0.50
S 1.5606 1.3361 -0.3998 0.41
C 0.5782 0.3683 -1.5865 -0.78
H -0.3341 -0.3120 1.3873 0.27
H 0.5446 -1.6859 0.5811 0.26
H 0.6833 -1.3024 2.3781 0.29
H -0.4807 0.6290 -1.5632 0.28
H 0.9173 0.6395 -2.5907 0.29
H 0.7532 -0.6954 -1.4543 0.25
H -2.5802 -2.5072 -1.0247 0.49
H -1.1355 -2.4116 -1.2100 0.43
O -1.8216 -3.0883 -1.2433 -0.92
H -3.4324 -1.0576 0.8512 0.47
H -2.7204 0.1128 0.3482 0.49
O -3.0663 -0.7297 0.0360 -0.97
H -2.0844 2.6645 0.6100 0.50
H -0.9160 1.8893 0.3031 0.45
O -1.8682 1.7966 0.2681 -0.94
```

Results
Total charge ... +1
Kohn-Sham gap (alpha / beta) ... 9.241 / 5.519 eV
Spin multiplicity ... 2


DFT (ωB97M-V/def2-TZVPD) results for a structure of composition C2H12O4 at a distorted geometry.

The geometry in XYZ format:
```
18
Properties=species:S:1:pos:R:3:nbo_charge:R:1
C 2.0251 -1.1441 1.0109 -0.24
O 1.9835 -2.2388 1.9267 -0.74
H 1.9234 -0.1987 1.5440 0.21
H 2.9478 -1.2067 0.4340 0.17
H 1.1041 -1.1754 0.4288 0.12
H 1.0675 -2.4328 2.1386 0.46
C -2.2962 0.8534 -0.5187 -0.29
O -1.7122 0.4358 -1.8139 -0.69
H -1.6859 0.5272 0.3235 0.24
H -2.4297 1.9347 -0.4845 0.20
H -3.2977 0.4310 -0.4376 0.19
H -2.3636 0.6097 -2.4974 0.51
O 0.7898 1.1583 0.7611 -1.02
H 0.5312 0.7719 -0.0756 0.43
H 1.7181 1.3653 0.6531 0.44
O 0.1526 0.3943 -1.0760 -0.88
H -0.7578 0.4584 -1.3645 0.44
H 0.2998 -0.5434 -0.9526 0.46
```

Results
Kohn-Sham gap ... 9.090 eV


DFT (ωB97M-V/def2-TZVPD) results for a cluster of 5 separate species, C2H12O4 in total at a distorted geometry.

The geometry in XYZ format:
```
18
Properties=species:S:1:pos:R:3:nbo_charge:R:1
C -2.5543 1.0807 -1.2809 -0.41
C -3.7343 1.1282 -0.6971 -0.36
H -2.1237 0.2603 -1.8365 0.19
H -1.9585 1.9884 -1.2279 0.19
H -4.4890 0.3750 -0.9092 0.19
H -4.0832 1.9422 -0.0871 0.20
H 1.6077 0.7620 -1.6687 0.47
H 0.1625 0.7426 -1.2270 0.48
O 1.0495 0.9658 -0.9118 -0.95
H 2.9083 -1.5641 -0.9813 0.47
H 3.3964 -0.3530 -0.1298 0.48
O 3.2552 -1.3045 -0.1227 -0.95
H 1.5163 -2.2505 1.1426 0.49
H 1.1259 -3.0726 2.3918 0.47
O 0.7659 -2.5443 1.6743 -0.96
H 0.8098 0.1335 2.5354 0.47
H 1.1979 0.7652 1.1944 0.48
O 1.1477 0.9452 2.1416 -0.96
```

Results
Kohn-Sham gap ... 10.539 eV
Structure (SMILES) ... C=C.O.O.O.O


DFT (ωB97M-V/def2-TZVPD) results for a cluster of 5 separate species, C2H12O5 in total at a distorted geometry.

The geometry in XYZ format:
```
19
Properties=species:S:1:pos:R:3:nbo_charge:R:1
C -1.9326 -2.4838 -0.5122 -0.51
C -1.9043 -1.2060 -0.4751 0.14
O -0.8575 -0.4299 -0.9023 -0.75
H -2.8885 -2.9817 -0.2131 0.22
H -1.1870 -3.0760 -1.1147 0.21
H -2.7875 -0.5801 -0.2427 0.17
H -1.0994 0.4793 -1.0481 0.52
H -0.7664 2.5110 0.2424 0.50
H -0.9796 3.1878 -1.1072 0.48
O -1.2248 2.3699 -0.6162 -0.98
H 0.5785 2.2232 2.0139 0.48
H -0.0669 0.9187 1.5517 0.49
O -0.2622 1.7522 1.9821 -0.95
H 4.0318 -0.4348 1.7140 0.46
H 3.1668 -0.1088 0.5717 0.49
O 3.1074 -0.3989 1.4993 -0.96
H 1.7701 -1.2956 -0.8195 0.48
H 1.2108 0.0201 -1.3374 0.49
O 2.0915 -0.4666 -1.1865 -0.97
```

Results
Kohn-Sham gap ... 9.752 eV
Structure (SMILES) ... C=CO.O.O.O.O


DFT (ωB97M-V/def2-TZVPD) results for a cluster of 5 separate species, C2H12O5 in total at a distorted geometry.

The geometry in XYZ format:
```
19
Properties=species:S:1:pos:R:3:nbo_charge:R:1
C -3.0575 -0.4135 1.8732 -0.07
C -1.7694 -0.2381 1.3471 0.39
O -1.4575 0.8043 0.5774 -0.63
H -3.1535 -1.3823 2.3506 0.25
H -3.7527 0.3958 1.6686 0.25
H -1.0378 -1.0484 1.3677 0.24
H -0.9772 1.4502 1.1706 0.57
H 2.1778 0.8544 1.3732 0.49
H 0.7378 0.4971 0.9898 0.47
O 1.3134 1.2278 1.2615 -0.97
H 1.4358 -1.8728 0.6943 0.50
H 1.2808 -0.8682 -0.5118 0.51
O 0.7973 -1.3739 0.1706 -1.01
H 1.9535 0.5484 -2.0450 0.49
H 3.1875 0.8816 -1.1456 0.49
O 2.7094 0.1581 -1.5820 -0.96
H 0.0366 -0.1872 -2.5309 0.44
H -0.6156 0.5399 -3.5734 0.47
O 0.1912 0.0268 -3.4559 -0.91
```

Results
Total charge ... +1
Kohn-Sham gap (alpha / beta) ... 9.194 / 5.382 eV
Spin multiplicity ... 2


ΔE to the lowest compared entry with this formula, charge and spin
In order: 23.5, 40.2, 19.5, 133.3, 30.7, 18.8, 46.5
Unit: kcal/mol